Entry 1:
The following is a quantum chemistry calculation of the molecule C15H18N4O2 at a distorted geometry, from the Open Molecules 2025 dataset.

Atoms and positions in Å:
O1 4.6474 1.3003 4.2626
O2 -0.0742 -1.3026 2.0062
N1 5.3588 -0.4402 2.9487
N2 4.8491 -1.3095 2.0205
N3 -0.4762 0.7741 1.1927
N4 -1.1218 0.3436 0.0971
C1 3.6136 -1.0383 1.8350
C2 -2.4687 -0.5850 -2.2116
C3 4.4527 0.4547 3.4237
C4 2.7740 -1.7740 0.8677
C5 -4.4166 -0.4601 -5.4471
C6 2.0059 -0.1327 3.6705
C7 -2.3222 0.7704 -1.9022
C8 -2.8673 1.7198 -2.7658
C9 -3.1414 -0.9681 -3.3505
C10 0.7015 0.5729 3.2952
C11 -3.5405 1.3250 -3.9056
C12 3.1543 0.1276 2.6793
C13 -1.6230 1.1884 -0.7083
C14 0.0221 -0.1048 2.1170
C15 -3.6882 -0.0212 -4.2152
H1 -2.0459 -1.3134 -1.5383
H2 0.0137 0.4983 4.1417
H3 3.3360 -2.6068 0.4564
H4 -4.7833 0.3935 -6.0113
H5 -5.2631 -1.0918 -5.1805
H6 -0.4048 1.7821 1.3587
H7 1.8169 -1.2050 3.7443
H8 2.9048 0.9764 2.0347
H9 1.8647 -2.1377 1.3435
H10 -1.5459 2.2710 -0.5277
H11 -3.7574 -1.0447 -6.0879
H12 6.3192 -0.5382 3.2364
H13 -2.7629 2.7721 -2.5406
H14 0.8853 1.6303 3.0991
H15 -3.2510 -2.0179 -3.5821
H16 -3.9581 2.0730 -4.5646
H17 2.3234 0.2301 4.6509
H18 2.4694 -1.1114 0.0573

Cartesian forces, eV/Å:
O -0.1 0.2 0.2
O -0.1 -0.2 0.1
N 0.2 0.2 0.2
N -0.2 -0.6 -0.5
N 0.1 1.1 0.1
N -0.3 -0.5 -0.5
C 0.1 0.3 0.2
C 0.0 0.2 0.0
C 0.0 0.1 -0.1
C 0.0 -0.2 0.0
C 0.0 0.0 0.0
C -0.1 0.1 0.0
C -0.4 -0.2 -0.7
C 0.2 -0.1 0.3
C 0.0 0.1 0.0
C 0.1 -0.3 0.1
C -0.1 -0.1 -0.1
C 0.2 -0.2 0.1
C 0.4 0.4 0.8
C 0.0 0.2 0.1
C 0.0 0.1 0.0
H 0.0 -0.1 0.1
H 0.0 0.1 -0.1
H 0.0 0.0 -0.1
H 0.0 0.0 -0.1
H -0.1 0.0 -0.1
H 0.0 -0.5 0.0
H 0.0 0.0 0.1
H 0.1 0.0 0.0
H 0.0 0.0 -0.1
H 0.0 -0.1 0.0
H 0.0 0.0 -0.1
H -0.2 0.1 0.0
H 0.0 0.1 0.0
H 0.0 0.0 0.0
H 0.0 -0.1 0.0
H 0.0 0.1 -0.1
H 0.0 0.0 -0.1
H -0.1 0.0 -0.1

Values from the calculation:
**SMILES string**: CC1=NNC(=O)[C@@H]1CCC(=O)N/N=C/c1ccc(C)cc1
**E**: -951.88019 hartree
**HOMO**: -8.53 eV
**Energy relative to the best compared isomer or geometry (same formula, charge and spin)**: 42.1 kcal per mole
**Total charge**: 0
**Frontier orbital gap**: 8.76 eV

Atomic partial charges in e from the natural (NBO) method, atoms 1 to 4: number 1, O, carries -0.5985; number 2, O, carries -0.5920; number 3, N, carries -0.4643; number 4, N, carries -0.2374

Entry 2:
The following is a quantum chemistry calculation of a cluster of 2 separate species, C5H12O in total, from the Open Molecules 2025 dataset.

Atoms and positions in Å:
O1 0.2257 0.5449 1.3843
C1 1.1557 -0.5567 -1.4375
C2 -2.0877 0.7397 0.8312
C3 1.5275 0.6312 1.3873
C4 0.0053 -1.4009 -0.8941
C5 -0.6582 1.0975 0.6223
H1 -0.0763 -1.3991 0.1966
H2 0.1579 -2.4376 -1.2008
H3 2.1266 -0.9671 -1.1384
H4 -2.6494 1.5322 1.3444
H5 -2.1673 -0.1723 1.4329
H6 -0.9587 -1.0687 -1.2948
H7 -2.5894 0.5543 -0.1284
H8 -0.3103 1.7275 -0.1915
H9 1.1130 -0.5431 -2.5313
H10 2.0302 -0.0336 2.0704
H11 2.0218 1.2632 0.6605
H12 1.1337 0.4887 -1.1132

Cartesian forces, eV/Å:
O -0.3 -0.5 0.8
C 0.1 0.0 -0.1
C 0.0 0.0 0.0
C 0.7 0.2 0.0
C 0.0 -0.2 -0.1
C -0.5 0.6 -0.6
H 0.2 0.0 -0.2
H -0.1 0.0 0.0
H -0.2 0.1 -0.1
H 0.0 -0.1 -0.1
H 0.0 0.1 -0.1
H 0.1 -0.1 0.0
H 0.1 0.1 0.2
H -0.1 0.0 0.2
H 0.1 0.0 0.1
H -0.1 0.1 0.0
H 0.0 0.0 0.2
H -0.1 -0.3 -0.1

Values from the calculation:
**E**: -272.80220 hartree
**HOMO (alpha / beta)**: -7.16 / -6.95 eV
**Energy relative to the best compared isomer or geometry (same formula, charge and spin)**: 91.9 kcal per mole
**Total charge**: 0
**Frontier orbital gap (alpha / beta)**: 8.23 / 7.96 eV

Atomic partial charges in e from the natural (NBO) method, atoms 1 to 4: number 1, O, carries -0.3661; number 2, C, carries -0.6036; number 3, C, carries -0.6747; number 4, C, carries -0.1886

Entry 3:
The following is a quantum chemistry calculation of a structure of composition C43H46I2N5O3S4Ta at a distorted geometry, from the Open Molecules 2025 dataset.

Atoms and positions in Å:
Ta1 -0.4585 -0.3840 -0.2444
I1 -5.3210 -6.3855 -0.8666
I2 -2.9183 -2.4340 2.9863
S1 -1.2119 2.2754 1.5422
S2 1.3285 -3.1535 -0.2292
S3 -0.4552 1.5383 -2.0108
S4 2.7096 0.9963 0.8907
O1 1.2419 -1.6038 -0.5263
O2 1.2514 0.7338 0.3965
O3 -1.2132 -1.9229 0.3673
N1 -0.7976 -1.5600 -2.3454
N2 0.2186 3.9017 -2.8408
N3 -1.2175 0.6355 1.3398
N4 1.0315 3.4457 -0.7504
N5 -2.6312 -0.2050 -1.0725
C1 0.3578 3.0762 -1.8136
C2 1.9140 -2.2292 2.3525
C3 2.4663 -3.7791 -1.4201
C4 4.2376 -4.9336 -3.1678
C5 -3.9073 -4.3283 0.8263
C6 -4.9598 0.2557 -0.7070
C7 2.4409 -5.1609 -1.5876
C8 -2.9262 -0.4549 -2.3655
C9 -3.6615 0.1257 -0.2659
C10 3.5411 -0.5551 1.2590
C11 -5.4910 3.5796 2.0606
C12 -4.2028 -0.3453 -2.8783
C13 -0.0851 3.9896 4.9918
C14 4.2326 -3.5525 -3.0004
C15 2.2607 -3.3070 1.3211
C16 0.9511 1.8145 4.9260
C17 3.3468 -2.9584 -2.1153
C18 -1.7774 -0.8823 -3.2250
C19 -4.9388 2.7044 2.9968
C20 -0.4750 2.5228 3.1491
C21 -0.7016 3.7436 3.7748
C22 -4.7417 4.0425 0.9880
C23 -5.2438 0.0315 -2.0455
C24 -3.0967 -4.4256 -1.4478
C25 0.3516 1.5544 3.7011
C26 -3.6249 2.2946 2.8690
C27 -2.1486 -2.9026 0.0990
C28 -1.1725 -3.0242 -2.2471
C29 -2.8878 2.7614 1.7817
C30 -2.1704 -3.4231 -1.1866
C31 4.6495 2.4183 -0.2917
C32 -3.9557 -4.8826 -0.4504
C33 0.7367 3.0274 5.5669
C34 1.7339 4.7222 -0.6188
C35 3.3439 1.0296 -1.8058
C36 -2.9959 -3.3202 1.1093
C37 4.1271 1.4644 -2.8616
C38 3.3488 -5.7365 -2.4644
C39 -3.4247 3.6291 0.8379
C40 3.6203 1.5156 -0.5327
C41 5.4408 2.8264 -1.3585
C42 5.1772 2.3525 -2.6360
C43 3.0622 -1.2370 2.5375
H1 -5.1777 4.7311 0.2770
H2 3.3443 -1.8860 -1.9710
H3 0.9852 -1.7146 2.0841
H4 -6.5139 3.9118 2.1819
H5 1.2022 3.2211 6.5239
H6 3.9195 -1.7727 2.9502
H7 4.9279 -2.9401 -3.5588
H8 1.9749 -4.3053 1.6596
H9 4.5705 -0.1978 1.3663
H10 -0.2518 -3.5951 -2.1359
H11 -0.2831 3.6066 -3.6637
H12 -2.1182 -1.5488 -4.0167
H13 1.0549 2.7760 0.0003
H14 -1.5793 -3.3186 -3.2145
H15 0.5025 0.6035 3.2049
H16 -1.3122 -0.0285 -3.7120
H17 -4.3766 -0.5736 -3.9218
H18 -5.7335 0.5152 0.0023
H19 2.7990 -0.4896 3.2899
H20 3.5094 -1.1780 0.3653
H21 3.9292 1.1112 -3.8654
H22 -2.8261 3.9796 0.0053
H23 -1.3594 4.4867 3.3402
H24 1.7039 -2.7114 3.3065
H25 -6.2528 0.1218 -2.4261
H26 -3.4420 0.2619 0.7801
H27 4.8385 2.7986 0.7064
H28 0.1121 -1.5352 -2.8020
H29 3.3213 -3.3328 1.0715
H30 2.5205 0.3438 -1.9664
H31 2.5045 4.8155 -1.3855
H32 -0.2589 4.9294 5.4982
H33 2.2127 4.7505 0.3552
H34 6.2543 3.5192 -1.1897
H35 1.0364 5.5580 -0.6845
H36 4.9380 -5.3869 -3.8567
H37 -3.1500 -4.8617 -2.4383
H38 -5.5331 2.3657 3.8349
H39 -1.6699 0.1256 2.1038
H40 1.7327 -5.7825 -1.0498
H41 0.6744 4.8020 -2.8703
H42 3.3541 -6.8088 -2.6051
H43 5.7914 2.6785 -3.4653
H44 -3.1765 1.6479 3.6154
H45 -4.5845 -4.6786 1.5940
H46 1.5764 1.0636 5.3911

Cartesian forces, eV/Å:
Ta 0.7 0.6 -1.6
I 0.0 0.0 0.0
I 0.0 0.0 0.1
S 0.0 -0.1 0.3
S 0.0 -0.1 0.1
S -0.1 0.1 0.1
S 0.0 0.1 0.0
O 0.0 -0.1 0.2
O -0.1 -0.1 0.0
O -0.2 -0.3 0.6
N -0.1 0.0 0.0
N 0.1 -0.1 0.0
N -0.1 -0.1 0.3
N 0.0 0.0 0.0
N -0.2 0.2 0.1
C 0.1 0.0 -0.1
C 0.0 0.0 0.0
C -0.1 0.0 0.0
C 0.0 0.0 0.0
C 0.0 0.0 0.1
C 0.0 0.0 0.0
C 0.0 0.0 0.0
C 0.1 0.0 0.0
C 0.0 -0.1 0.1
C -0.1 0.0 -0.1
C 0.0 0.0 0.0
C -0.1 0.0 0.0
C 0.0 0.0 0.0
C 0.0 0.0 0.0
C 0.0 0.0 0.0
C 0.0 0.0 0.0
C 0.1 0.0 0.1
C 0.0 0.0 0.1
C 0.0 0.0 0.0
C 0.0 0.0 0.0
C 0.0 0.0 0.0
C 0.0 0.0 0.0
C 0.0 0.0 0.0
C -0.1 0.0 -0.1
C 0.0 -0.1 0.0
C 0.0 0.0 0.0
C 0.3 0.1 0.2
C 0.0 0.0 0.0
C 0.0 0.0 0.0
C -0.1 0.0 0.1
C 0.0 0.0 0.0
C 0.0 0.0 0.0
C 0.0 0.0 0.0
C 0.0 0.0 0.0
C 0.0 0.0 0.0
C -0.1 -0.1 -0.3
C 0.0 0.0 0.0
C 0.0 0.0 0.0
C 0.0 0.0 -0.1
C 0.0 0.0 0.0
C 0.0 0.0 0.0
C 0.0 0.0 0.0
C 0.0 0.0 0.0
H 0.0 0.0 0.0
H 0.0 0.0 0.0
H 0.0 0.0 0.0
H 0.0 0.0 0.0
H 0.0 0.0 0.0
H 0.0 0.0 0.0
H 0.0 0.0 0.0
H 0.0 0.0 0.0
H 0.0 0.0 0.0
H 0.0 0.0 0.1
H 0.0 0.0 0.0
H 0.0 0.0 0.0
H 0.0 0.1 0.0
H 0.0 0.0 0.0
H 0.0 0.0 0.0
H 0.0 0.0 0.0
H 0.0 0.0 0.0
H 0.0 0.0 0.0
H 0.0 0.0 0.0
H 0.0 0.0 0.0
H 0.0 0.0 0.0
H 0.0 0.0 0.0
H 0.0 0.0 0.0
H 0.0 0.0 0.0
H 0.0 0.0 0.0
H 0.0 0.0 0.0
H 0.0 0.0 0.0
H 0.0 0.0 -0.1
H 0.0 0.0 0.0
H 0.0 0.0 0.0
H 0.0 0.0 0.0
H 0.0 0.0 0.0
H 0.0 0.0 0.0
H 0.0 0.0 0.0
H 0.0 0.0 0.0
H 0.0 0.0 0.0
H 0.0 0.0 0.0
H 0.0 0.0 0.0
H -0.1 0.0 -0.1
H 0.0 0.0 0.0
H 0.0 0.0 0.0
H 0.0 0.0 0.0
H 0.0 0.0 0.0
H 0.0 0.0 0.0
H 0.0 0.0 0.0
H 0.0 0.0 0.0

Values from the calculation:
**E**: -4409.64791 hartree
**HOMO**: -16.70 eV
**Energy relative to the best compared isomer or geometry (same formula, charge and spin)**: 6.3 kcal per mole
**Total charge**: +4
**Frontier orbital gap**: 5.91 eV

Atomic partial charges in e from the Löwdin method, atoms 1 to 4: number 1, Ta, carries 1.7004; number 2, I, carries 1.0339; number 3, I, carries 1.0674; number 4, S, carries 1.1159

Number 3 is which compound?
C43H46I2N5O3S4Ta

Among the records above, which one has the lowest energy relative to the best compared isomer or geometry (same formula, charge and spin)?
C43H46I2N5O3S4Ta